# 1
The following is a DFT calculation (ωB97M-V/def2-TZVPD) of a molecular structure, C16H14F5N2O2PtS2Te.

XYZ file:
```
43
Properties=species:S:1:pos:R:3
Pt -0.866 0.641 1.285
C 3.348 -0.277 1.458
C 1.863 -0.340 1.709
N 1.077 0.446 1.025
N 1.707 1.193 0.028
C 0.909 1.877 -0.713
S -0.800 1.947 -0.564
S 1.768 2.857 -1.913
C 0.487 3.171 -3.158
C 0.199 2.000 -4.059
C -1.038 1.367 -4.032
C -1.297 0.290 -4.869
C -0.323 -0.165 -5.743
C 0.916 0.462 -5.777
C 1.173 1.534 -4.939
C 1.380 -1.304 2.693
C 2.288 -2.292 3.144
C 1.954 -3.250 4.065
C 0.658 -3.252 4.601
C -0.256 -2.322 4.192
C 0.059 -1.338 3.219
O -0.897 -0.525 2.905
H 3.613 0.660 0.988
H 3.654 -1.084 0.787
H 3.887 -0.390 2.396
H 0.896 4.002 -3.737
H -0.415 3.525 -2.663
H -1.793 1.708 -3.335
H -2.262 -0.200 -4.826
H -0.524 -1.009 -6.392
H 1.685 0.110 -6.454
H 2.147 2.011 -4.953
H 3.286 -2.313 2.733
H 2.679 -3.994 4.366
H 0.374 -3.997 5.335
H -1.268 -2.308 4.576
F -5.327 1.610 2.291
Te -4.210 0.109 2.350
F -3.673 0.690 4.031
F -3.422 -1.583 2.438
F -5.597 -0.691 3.307
F -5.121 -0.496 0.832
O -2.919 0.923 1.372
```

Values from the calculation:
HOMO energy (eV): -5.083
Net charge: -1
LUMO level (eV): 2.450



# 2
The following is a DFT calculation (ωB97M-V/def2-TZVPD) of a molecular structure, C16H14F9IN2OTc.

XYZ file:
```
44
Properties=species:S:1:pos:R:3
C 0.760 -0.229 0.463
C 0.740 -1.469 1.304
H 1.272 0.585 1.014
H -1.220 1.020 3.057
H -0.283 0.122 0.325
H 0.971 -2.364 0.701
H 1.483 -1.407 2.107
H -0.246 -1.596 1.758
C 0.740 2.679 -2.721
C 0.251 3.549 -3.688
C -0.249 3.042 -4.892
C -0.316 1.670 -5.075
H 1.171 2.982 -1.764
H 0.279 4.615 -3.482
H -0.591 3.721 -5.672
H -0.716 1.194 -5.966
N 0.692 1.341 -2.933
C 0.138 0.815 -4.061
C -0.017 -0.627 -3.999
N 0.457 -1.170 -2.842
C 0.173 -2.454 -2.502
C -0.961 -2.756 -4.616
C -0.556 -3.258 -3.373
H 0.537 -2.770 -1.521
H -0.790 -4.272 -3.063
C -0.695 -1.431 -4.927
H -0.997 -0.951 -5.853
H -1.489 -3.395 -5.321
Tc 1.596 0.055 -1.632
I 4.037 0.059 -2.124
F -2.061 1.988 5.154
C -1.651 0.787 5.651
F -1.206 0.977 6.920
F -2.743 -0.016 5.696
C -0.555 0.180 4.719
O -1.054 0.109 3.389
C 0.723 1.080 4.724
F 1.271 1.232 5.952
F 1.677 0.586 3.891
F 0.392 2.315 4.238
C -0.296 -1.284 5.150
F -0.071 -1.400 6.487
F -1.370 -2.041 4.825
F 0.773 -1.816 4.501
```

Values from the calculation:
HOMO energy (spin up / spin down) (eV): -14.114 / -15.223
⟨S²⟩: 3.806
2S+1: 4
Net charge: +2
LUMO level (spin up / spin down) (eV): -8.538 / -12.160



# 3
The following is a DFT calculation (ωB97M-V/def2-TZVPD) of a molecular structure, C16H14INO3SV.

XYZ file:
```
37
Properties=species:S:1:pos:R:3
C 0.721 0.410 -3.472
O 2.061 0.456 -2.871
C 2.458 -0.892 -2.342
C 2.033 -1.024 -0.767
C 3.001 -1.192 0.389
N 4.485 -1.251 0.114
C 4.890 -2.555 -0.028
S 5.546 -4.123 -0.088
C 2.455 -1.260 1.970
O 2.996 -2.042 2.913
C 1.146 -0.252 2.241
C 0.976 0.523 3.676
C -0.345 1.540 3.803
C -1.403 1.750 2.528
C -1.220 0.951 1.077
C -2.281 1.236 -0.139
C -3.219 -0.041 -0.558
C -4.735 0.521 -0.986
I -3.302 -1.598 1.013
C 0.072 -0.058 0.973
C 0.408 -0.939 -0.378
O -0.466 -1.605 -1.131
H -0.065 0.697 -2.620
H 0.413 -0.650 -3.886
H 0.635 1.277 -4.270
H 2.079 -1.763 -3.030
H 3.648 -0.902 -2.439
H 1.762 0.367 4.536
H -0.481 2.117 4.838
H -2.304 2.490 2.616
H -3.011 2.105 0.216
H -1.648 1.691 -1.038
H -2.773 -0.474 -1.577
H -5.151 1.154 -0.095
H -4.532 1.237 -1.918
H -5.426 -0.360 -1.329
V 0.579 2.462 2.059
```

Values from the calculation:
HOMO energy (eV): -17.827
Net charge: +3
LUMO level (eV): -14.996



# 4
The following is a DFT calculation (ωB97M-V/def2-TZVPD) of C16H14N2O4S in the gas phase.

XYZ file:
```
37
Properties=species:S:1:pos:R:3
C -1.501 0.858 -1.984
H -1.587 0.578 -3.035
H -1.336 -0.025 -1.366
H -2.402 1.378 -1.660
O -0.388 1.728 -1.804
C 0.253 2.152 -2.886
O -0.048 1.899 -4.019
C 1.457 3.013 -2.541
H 2.362 2.457 -2.792
H 1.424 3.934 -3.121
S 1.547 3.484 -0.791
C 1.944 1.935 -0.156
N 2.298 0.877 -0.819
N 2.478 -0.098 0.090
C 2.234 0.400 1.253
O 1.887 1.714 1.173
C 2.230 -0.305 2.567
O 1.537 -1.525 2.501
C 0.263 -1.523 1.985
C -0.227 -2.735 1.561
C -1.520 -2.846 1.021
C -2.041 -4.078 0.570
C -3.295 -4.150 0.033
C -4.089 -2.997 -0.081
C -3.615 -1.789 0.346
C -2.325 -1.681 0.908
C -1.803 -0.457 1.369
C -0.545 -0.372 1.898
H -0.191 0.582 2.257
H -2.418 0.430 1.303
H -4.221 -0.898 0.263
H -5.078 -3.075 -0.508
H -3.687 -5.097 -0.309
H -1.427 -4.962 0.658
H 0.401 -3.608 1.643
H 1.815 0.369 3.330
H 3.252 -0.577 2.849
```

Values from the calculation:
SMILES: COC(=O)CSc1nnc(COc2ccc3ccccc3c2)o1
HOMO energy (eV): -8.183
Net charge: 0
LUMO level (eV): 0.447



# 5
The following is a DFT calculation (ωB97M-V/def2-TZVPD) of C16H14N2O6S in the gas phase.

XYZ file:
```
39
Properties=species:S:1:pos:R:3
C 2.862 -3.089 -0.343
C 2.308 -1.810 0.199
C 2.024 -1.666 1.554
C 1.439 -0.519 2.050
C 1.197 0.557 1.199
C 1.534 0.455 -0.146
C 2.029 -0.736 -0.656
N 2.145 -0.826 -2.060
S 0.718 -1.368 -2.834
O 0.626 -2.792 -2.654
O 0.751 -0.864 -4.169
C -0.536 -0.560 -1.858
C -1.031 -1.231 -0.752
C -1.819 -0.578 0.181
C -2.075 0.764 -0.046
C -1.609 1.415 -1.203
C -0.823 0.769 -2.130
H -0.422 1.249 -3.006
O -1.990 2.720 -1.161
C -2.659 2.923 0.012
O -3.088 3.977 0.379
N -2.734 1.720 0.684
C -3.297 1.579 2.000
H -4.015 0.760 2.015
H -3.797 2.515 2.243
H -2.503 1.391 2.727
H -2.187 -1.080 1.060
H -0.769 -2.270 -0.629
H 2.892 -1.438 -2.363
H 1.379 1.288 -0.811
C 0.499 1.751 1.718
O -0.123 1.775 2.754
O 0.568 2.811 0.905
H 0.095 3.569 1.287
H 1.169 -0.434 3.091
H 2.233 -2.489 2.222
H 2.961 -3.831 0.445
H 2.203 -3.481 -1.119
H 3.845 -2.924 -0.785
```

Values from the calculation:
SMILES: Cc1ccc(C(=O)O)cc1NS(=O)(=O)c1ccc2c(c1)oc(=O)n2C
HOMO energy (eV): -8.990
Net charge: 0
LUMO level (eV): 0.129



# 6
The following is a DFT calculation (ωB97M-V/def2-TZVPD) of C16H14N8O3 in the gas phase.

XYZ file:
```
41
Properties=species:S:1:pos:R:3
N 5.706 0.537 6.988
O 6.065 0.963 3.693
O 4.283 2.270 3.925
N 5.137 -1.323 5.463
N 1.234 -1.094 1.484
N 0.713 -0.010 0.987
N 5.444 -0.389 6.252
O -0.451 2.311 0.207
C -3.308 -1.642 -3.234
C -3.333 -0.286 -2.985
C 3.435 -2.229 4.198
C 2.398 -2.231 3.228
C -1.797 1.222 -1.467
C -0.812 -1.247 -0.578
C 2.970 0.038 2.766
C 4.202 -1.114 4.473
C 2.179 -1.079 2.472
C -0.293 -0.082 -0.005
C -0.832 1.169 -0.453
C -2.277 0.014 -2.019
C -1.745 -1.200 -1.608
C 4.017 0.051 3.695
N -2.359 -2.156 -2.373
N -4.182 2.433 -5.450
N 4.847 1.166 3.760
C -4.201 0.669 -3.697
C -3.363 1.440 -4.735
H 0.147 2.037 0.897
H -3.911 -2.170 -3.974
H 3.630 -3.119 4.832
H 1.769 -3.065 3.079
H -2.169 2.200 -1.755
H -0.476 -2.182 -0.137
H 2.874 0.892 2.090
H -2.080 -3.132 -2.367
H -4.765 2.993 -4.808
H -3.561 3.048 -5.938
H -4.982 0.139 -4.215
H -4.689 1.414 -3.021
H -2.907 0.774 -5.437
H -2.556 1.969 -4.234
```

Values from the calculation:
HOMO energy (eV): -8.037
Net charge: 0
LUMO level (eV): -1.428



Largest force on an atom in eV Å⁻¹, matching the order above: 0.67, 2.28, 9.59, 1.69, 1.02, 8.62
DFT total energy in eV, matching the order above: -69696.56737, -56584.47208, -69022.08061, -38823.71465, -42920.81712, -34875.40244